(1)
82
Properties=species:S:1:pos:R:3:forces:R:3 method="wB97M-V/def2-TZVPD" lumo_ev=1.88 homo_ha=-0.279 charge=-1 orbital_gap_ev=9.475
Cl -3.818795 -4.640976 -1.639149 -0.073 -0.097 0.088
P 5.526885 -5.119812 -1.817093 0.231 -0.079 0.029
F -2.347427 3.720198 2.012755 -0.072 -0.025 0.020
F 6.507267 -6.021996 -2.797187 0.225 -0.047 1.058
F 6.781030 -4.030984 -1.954839 -0.828 0.045 -0.901
F 5.980393 -5.194368 -0.226088 0.610 -0.557 -0.687
F 4.808574 -6.565984 -1.456046 -0.698 0.984 0.246
F 4.501502 -5.076524 -3.110657 0.859 0.650 -0.041
F 4.631412 -3.802413 -1.343894 -0.398 -0.992 0.263
O -2.201160 0.865676 -0.327531 0.291 -0.225 -0.142
N -0.705663 -1.284741 0.725345 0.087 0.174 -0.092
N -8.037880 -0.508441 1.415979 -0.041 -0.038 0.084
N -0.812362 1.010011 -2.666206 -0.073 -0.007 -0.127
N -4.819349 0.328980 -0.028113 -0.025 0.160 0.035
C -3.324568 -1.985187 -1.265351 -0.032 0.202 -0.058
C -1.488818 -0.459235 1.638902 0.077 0.172 0.001
C -6.183372 -0.161882 -0.091360 -0.036 -0.235 0.085
C -3.700091 -1.902194 0.213521 -0.249 -0.248 0.113
C -2.650747 -3.279446 -1.662831 0.120 -0.082 -0.131
C 4.370613 1.045138 1.492253 -0.310 -0.002 0.207
C -1.644982 2.182811 -0.519119 -0.548 0.002 0.681
C -1.293326 2.212926 -2.020212 0.257 0.242 -0.378
C -0.396907 2.499129 0.317763 0.009 -0.052 0.128
C 5.722754 0.715401 0.876319 0.313 0.181 0.004
C 0.864222 1.722656 -0.050251 -0.135 -0.054 -0.346
C 6.855620 -1.475942 0.124690 -0.215 -0.072 0.022
C 3.336668 1.485080 0.465021 -0.081 -0.096 -0.376
C 1.943337 1.769020 1.020228 0.135 0.113 0.423
C 5.701502 -0.497058 -0.067937 -0.219 0.008 0.001
C -3.242624 3.951527 0.946844 0.636 -0.103 -0.110
C -4.633302 3.570812 1.419568 -0.177 -0.166 0.048
C -3.876713 -0.476676 0.748245 -0.325 0.202 0.076
C 8.241194 -0.853612 -0.010061 0.314 0.210 -0.127
C -6.885478 -0.024030 1.243461 0.183 0.004 -0.299
C -2.597563 0.359068 0.942981 0.238 0.208 0.102
C -2.733020 3.294398 -0.367627 -0.086 0.107 -0.129
H -4.651909 -2.427808 0.359864 0.150 -0.011 0.008
H -6.277674 -1.212489 -0.408479 -0.020 0.082 0.004
H -0.811634 0.221751 2.166697 -0.095 0.030 -0.041
H -8.386357 -0.326890 2.355147 0.044 0.042 0.005
H -4.553489 2.900226 2.278160 0.032 0.026 -0.055
H 6.753769 -1.949361 1.108963 0.051 -0.043 -0.109
H -3.615831 2.930195 -0.905552 0.110 0.044 0.023
H -2.323505 4.119030 -0.965614 -0.107 -0.090 0.027
H -1.561616 0.348055 -2.810364 0.017 -0.026 0.102
H -1.057376 -1.240308 -0.219481 0.055 -0.003 0.013
H 3.994246 0.153406 2.015340 0.021 0.115 -0.049
H 5.695641 -0.186107 -1.119404 -0.045 0.096 0.105
H 3.235938 0.705026 -0.302643 0.099 0.072 0.091
H -0.521788 2.985550 -2.138006 -0.201 0.011 -0.043
H -4.224122 -1.871592 -1.882549 0.103 0.057 0.035
H 8.635679 -0.432074 0.922166 -0.172 -0.039 -0.043
H -2.668444 -1.146255 -1.525810 0.044 -0.135 0.000
H -2.854618 1.208172 1.587347 -0.050 -0.101 0.059
H -3.186151 5.033392 0.795136 -0.104 -0.081 -0.010
H -1.838097 -3.560880 -0.990420 -0.092 0.091 -0.053
H -2.976269 -2.438423 0.836782 -0.052 0.080 -0.151
H -1.975536 -1.066770 2.414064 0.016 0.054 -0.048
H -4.312531 -0.575781 1.754278 0.153 -0.003 -0.077
H 6.732990 -2.261316 -0.622101 0.056 -0.047 0.177
H 8.246423 -0.036060 -0.743217 -0.034 -0.148 0.003
H 1.275608 2.104563 -0.997433 -0.055 -0.040 0.161
H 1.719695 1.027250 1.800928 -0.080 0.113 -0.102
H -5.195224 3.035852 0.655203 0.015 0.064 -0.037
H -0.202836 3.574159 0.194511 -0.045 -0.115 0.063
H -0.610088 2.366714 1.377054 -0.068 -0.062 0.033
H -0.600643 -2.245495 1.012584 -0.048 0.025 0.037
H 0.596003 0.679950 -0.217209 0.089 -0.148 0.006
H -2.172212 2.562087 -2.572521 0.093 -0.121 -0.048
H -5.194915 4.453623 1.731807 0.032 -0.090 0.015
H -6.740772 0.429018 -0.824214 0.068 0.015 0.049
H 6.083996 1.610512 0.349973 0.068 -0.125 0.079
H -4.437249 0.474141 -0.953010 -0.008 0.068 0.000
H 3.700435 2.382622 -0.055854 -0.007 -0.119 -0.006
H -6.316084 0.524968 2.003819 -0.115 0.036 0.045
H -2.264621 -3.242812 -2.680853 -0.017 0.039 0.090
H 6.444164 0.520622 1.681368 -0.112 0.059 -0.060
H 8.965286 -1.597515 -0.354128 -0.052 0.049 0.066
H 4.758564 -1.039267 0.083943 0.160 -0.046 -0.068
H 4.468005 1.834433 2.251367 0.074 -0.096 -0.051
H 1.925220 2.751038 1.515556 0.067 -0.101 -0.019
H -0.078895 0.549518 -2.145520 0.000 0.036 0.005

=====

(2)
13
Properties=species:S:1:pos:R:3:forces:R:3 method="wB97M-V/def2-TZVPD" lumo_ev="0.00 / 0.35" homo_ha="-0.285 / -0.282" orbital_gap_ev="7.762 / 8.013"
O 0.271632 1.998263 -1.082811 -0.256 0.374 -1.051
N -0.090965 -1.459899 -0.428395 -0.073 -0.011 -0.033
C 0.699470 2.462335 0.051207 0.256 0.320 1.083
C -0.190379 -0.194049 -0.300537 -0.055 0.385 -0.132
C -0.387321 -2.247202 0.744714 -0.002 -0.156 0.182
C -0.012539 0.743742 -1.365864 -0.115 -0.851 0.343
H 0.739321 3.537037 0.125301 0.027 -0.096 -0.062
H -0.156221 0.538127 -2.416538 0.074 0.029 0.130
H -0.626538 -1.640665 1.635599 0.022 -0.082 -0.169
H -1.229048 -2.919520 0.544427 0.113 0.075 -0.001
H 0.479961 -2.876765 0.976326 -0.153 0.047 -0.028
H -0.478976 0.268653 0.665067 0.152 -0.159 -0.125
H 0.981603 1.789944 0.851505 0.011 0.123 -0.138

=====

(3)
45
Properties=species:S:1:pos:R:3:forces:R:3 method="wB97M-V/def2-TZVPD" lumo_ev=0.82 homo_ha=-0.328 smiles="O=C(CCCC(=O)NCc1ccccc1)NCc1ccccc1" orbital_gap_ev=9.741
O -0.200286 0.612111 1.346224 0.221 0.003 0.286
O -0.078031 2.325676 -1.906336 -0.109 -0.219 -0.322
N -1.438472 0.099742 -0.468156 -0.146 -0.282 -0.289
N 1.416169 2.847437 -0.294998 0.446 0.038 0.228
C -0.599242 -0.990830 -0.921091 0.049 -0.004 0.140
C -0.762387 3.860785 -0.180361 -0.094 -0.090 0.070
C 2.736628 -0.488070 -0.397911 0.096 0.136 0.013
C 2.945348 -1.582205 0.424130 0.012 -0.113 -0.007
C -1.724814 -2.862381 0.298049 0.009 -0.022 -0.029
C 3.136268 -1.401920 1.782374 -0.011 -0.117 0.013
C 2.929663 0.968376 1.488057 0.055 -0.077 -0.086
C -2.105020 1.993094 0.880956 0.312 0.097 0.205
C 0.203715 2.912836 -0.879942 -0.140 0.691 0.063
C -1.323525 3.284717 1.122505 -0.120 -0.010 -0.111
C -2.450953 -4.097243 -2.068173 -0.084 -0.119 -0.048
C -1.141344 0.844346 0.611042 -0.601 0.052 -0.037
C 2.718754 0.796271 0.126403 0.030 -0.046 -0.093
C -1.730961 -2.914747 -2.096361 0.087 0.068 0.072
C -1.359152 -2.289781 -0.914641 0.058 -0.016 -0.106
C 3.131405 -0.123156 2.311694 0.016 0.109 0.096
C -2.447514 -4.040663 0.327246 0.006 0.017 0.104
C -2.811446 -4.661178 -0.856919 -0.051 -0.085 -0.080
C 2.476884 1.984752 -0.770564 0.123 -0.036 -0.107
H -2.166328 0.399907 -1.096100 0.059 0.125 0.145
H -2.807399 2.118878 0.056660 -0.073 -0.001 -0.003
H 2.946598 -2.577393 0.003031 0.007 -0.081 -0.026
H -0.225226 -0.761745 -1.923638 0.050 -0.027 0.082
H 3.286974 -2.255447 2.426843 0.016 -0.063 0.050
H -1.582542 4.063415 -0.871758 0.109 -0.010 -0.024
H -1.451707 -2.476130 -3.044028 0.043 0.060 -0.096
H 2.935201 1.962176 1.913534 -0.019 0.112 0.076
H -3.373918 -5.583069 -0.834880 -0.042 -0.070 0.000
H 3.395811 2.580547 -0.851675 -0.127 -0.106 -0.077
H 3.281925 0.024041 3.371043 0.012 0.010 0.085
H -2.666075 1.737812 1.783158 -0.010 -0.066 -0.070
H 1.530783 3.244011 0.623793 -0.137 0.048 -0.090
H 0.241415 -1.036013 -0.222663 -0.114 0.013 -0.198
H -1.433996 -2.374482 1.216996 0.033 0.063 0.131
H -0.514168 3.062417 1.821744 -0.062 0.042 0.071
H -0.246058 4.800688 0.027433 -0.014 0.009 -0.045
H -2.732597 -4.577912 -2.993818 -0.025 -0.039 -0.069
H 2.580975 -0.633110 -1.457520 -0.041 0.001 -0.116
H 2.181048 1.652955 -1.768164 0.123 0.068 0.101
H -2.725705 -4.479362 1.274437 -0.017 -0.034 0.077
H -1.976695 4.029846 1.582344 0.066 -0.031 0.021

=====

(4)
17
Properties=species:S:1:pos:R:3:forces:R:3 method="wB97M-V/def2-TZVPD" lumo_ev=0.67 homo_ha=-0.327 orbital_gap_ev=9.578
N 1.494717 0.945349 0.653715 -1.539 -0.237 0.499
N -1.358348 0.405937 0.242465 3.957 -0.936 -1.749
N 1.344622 -0.837351 -0.665446 -0.412 0.066 -0.316
C 2.756462 0.552546 0.429506 0.131 -1.644 -1.750
C 0.724051 0.041140 0.007734 -5.154 1.384 1.166
C 2.658760 -0.508868 -0.440256 -0.219 0.942 1.307
C -1.762853 0.435230 -1.148908 -2.493 -0.177 0.038
C -1.910257 -0.776127 0.863077 0.324 0.864 0.571
H -2.899296 0.482732 -1.112649 0.977 -0.277 -0.044
H 3.396263 -1.116998 -0.822008 1.602 -0.935 -0.813
H -1.535485 1.358159 -1.578645 0.860 1.570 -0.681
H -2.979910 -0.846259 0.717005 -0.328 0.232 -0.121
H -1.524704 -0.336637 -1.895897 0.363 -0.341 0.753
H 3.542515 1.063241 0.849485 1.774 0.841 0.714
H -1.685668 -0.669978 1.889791 -0.119 -0.120 1.415
H -1.463230 -1.671397 0.562460 0.611 -1.577 -0.874
H 1.202354 1.479286 1.448563 -0.333 0.345 -0.116

=====

(5)
60
Properties=species:S:1:pos:R:3:forces:R:3 method="wB97M-V/def2-TZVPD" lumo_ev=-5.48 homo_ha=-0.444 charge=+2 orbital_gap_ev=6.596
Al -1.148738 0.300213 1.585501 -0.152 0.110 -0.256
O 2.365013 1.052859 -5.622042 0.004 -0.003 0.000
O -1.685516 -1.167050 0.779402 -0.028 0.024 0.133
O -0.888585 2.296853 1.591077 0.059 -0.021 0.088
N 3.410073 -3.362166 -2.423266 0.111 -0.002 0.051
N -0.852764 -0.640349 5.766701 0.011 -0.042 0.040
N -4.107449 3.059500 0.437133 -0.002 -0.036 0.019
N 2.757270 -3.754747 -1.450171 -0.123 0.002 -0.028
N 0.608726 0.005231 0.852784 0.051 0.035 0.072
N -1.174537 0.062454 3.449517 0.015 -0.047 0.053
N -4.953129 0.860080 0.313762 -0.007 0.003 -0.012
N -2.825447 1.379225 1.149151 0.095 -0.047 -0.042
C 1.577836 -0.773749 -4.420155 0.001 0.000 -0.005
C -0.754889 -3.097498 -0.355995 0.024 0.053 0.005
C 0.046650 0.114647 6.659688 -0.019 0.006 0.006
C 2.667399 -0.004681 -4.845494 -0.026 0.013 0.027
C 3.439288 1.804823 -6.175700 0.009 0.003 -0.008
C 0.395325 -3.695910 -0.916920 0.010 0.014 0.030
C -2.072568 2.477526 1.238592 -0.061 -0.043 -0.009
C 1.764724 -1.868331 -3.606006 -0.005 0.034 -0.001
C 4.141249 -1.497298 -3.686900 -0.029 -0.017 0.006
C 2.930754 -1.030270 -0.248704 -0.012 0.000 -0.011
C -4.023612 1.743096 0.609404 -0.007 0.021 0.038
C -5.235002 3.787932 -0.131688 -0.016 0.004 0.003
C 2.924853 0.202966 0.363328 -0.016 0.001 0.007
C 1.604578 -3.054712 -0.959075 0.052 -0.053 0.001
C 1.739357 0.697742 0.905099 0.027 -0.037 -0.026
C 3.057695 -2.223451 -3.209801 0.019 0.010 -0.029
C -0.667444 -1.857287 0.213096 0.047 -0.040 -0.032
C -1.471816 -1.881194 6.271625 -0.003 0.001 0.005
C -2.842341 3.689216 0.813396 0.010 0.023 -0.019
C -1.013954 -0.282181 4.549002 0.007 0.069 -0.109
C 0.593245 -1.214559 0.229553 -0.051 -0.026 0.004
C 1.741687 -1.778985 -0.345157 -0.020 0.002 -0.008
C 3.959009 -0.371089 -4.474474 -0.015 -0.012 -0.015
H -2.360923 4.185269 -0.032424 -0.007 0.013 0.012
H 4.820557 0.180373 -4.819670 -0.006 0.006 -0.005
H -4.758459 -0.119441 0.455876 0.008 0.001 0.003
H -5.817037 1.118491 -0.133876 -0.001 0.003 0.002
H 0.910727 -2.464648 -3.319503 0.015 -0.009 -0.008
H 4.074765 1.174743 -6.800455 -0.001 0.004 0.003
H -2.040011 -1.642687 7.168194 -0.001 -0.011 -0.002
H -0.691051 -2.602873 6.504734 -0.004 0.002 0.005
H 0.379177 1.020680 6.161063 0.010 0.000 0.007
H 5.139304 -1.831202 -3.433323 0.005 -0.004 0.002
H -6.171314 3.339225 0.196190 -0.004 0.002 -0.003
H 0.591295 -0.501615 -4.770513 -0.003 0.003 -0.006
H -5.185946 3.803644 -1.220254 -0.009 0.001 0.002
H 3.826007 0.793186 0.437453 0.006 -0.001 -0.005
H 0.904720 -0.505973 6.911410 -0.002 0.006 0.006
H -2.137006 -2.289857 5.516269 0.002 -0.010 0.004
H 2.979527 2.574276 -6.787392 0.007 -0.002 0.001
H -1.701014 -3.621189 -0.373062 -0.007 0.000 0.014
H 0.320969 -4.688354 -1.342248 0.006 -0.001 -0.011
H -2.962755 4.407317 1.627054 0.008 -0.001 0.000
H -5.213929 4.807750 0.243936 0.004 0.002 -0.013
H 1.700196 1.663666 1.391932 -0.007 0.001 0.004
H 3.849373 -1.428315 -0.658748 0.013 -0.005 0.006
H -0.501975 0.376632 7.561878 0.009 0.001 0.003
H 4.037879 2.272018 -5.390783 -0.002 -0.001 -0.003

=====

(6)
5
Properties=species:S:1:pos:R:3:forces:R:3 method="wB97M-V/def2-TZVPD" lumo_ev="-1.65 / -1.84" homo_ha="-0.369 / -0.377" smiles="O=NP(F)F" orbital_gap_ev="8.383 / 8.413"
P -0.236358 0.679384 0.589975 0.870 -2.189 1.990
F 1.355494 0.686613 0.852899 -1.017 0.329 0.334
F -0.518378 -0.868372 1.092207 0.075 1.864 0.042
O -0.673692 -0.692653 -1.524755 2.377 3.033 1.816
N 0.072933 0.195028 -1.010326 -2.305 -3.038 -4.183

=====

In order of appearance, molar mass = 582.05; 85.11; 310.40; 111.15; 488.49; 98.98 g mol⁻¹.
In order of appearance, ΔE to the lowest compared entry with this formula, charge and spin = 0.0; 435.3; 39.5; 383.8; 0.0; 26.9 kJ/mol.
In order of appearance, E = -72408.720; -7795.133; -27136.718; -9797.489; -48907.226; -18259.889 eV.